(1)
109
Properties=species:S:1:pos:R:3:forces:R:3:lowdin_charge:R:1 method="wB97M-V/def2-TZVPD" total_charge=+2 energy_ha=-2955.642640
Y -1.138 -0.286 -0.736 0.219 0.395 0.377 1.37
C 2.028 -0.903 -4.200 0.038 -0.092 0.081 0.02
C 1.253 -0.549 -2.971 -0.042 0.183 -0.052 -0.25
N 0.481 -1.309 -2.300 -0.002 -0.086 -0.090 0.03
C 0.365 -2.736 -2.571 0.005 -0.017 -0.059 -0.17
C -1.024 -3.234 -2.199 -0.037 -0.052 0.001 -0.18
N -1.501 -2.757 -0.883 -0.165 0.055 -0.007 -0.16
C -1.069 -3.515 0.310 -0.022 -0.024 -0.017 -0.17
C 0.206 -2.948 0.916 0.023 -0.006 0.061 -0.18
N 0.109 -1.487 1.074 0.111 0.121 -0.219 -0.14
C -0.162 -1.003 2.440 -0.042 -0.053 0.039 -0.15
C -0.263 0.548 2.475 0.032 0.005 0.008 -0.15
N -0.034 1.052 1.128 -0.128 0.225 0.048 0.00
C 0.688 2.069 0.871 0.026 -0.152 -0.037 -0.24
C 1.253 3.055 1.838 0.012 0.002 0.038 0.01
C 1.101 2.160 -0.571 0.012 -0.018 -0.051 -0.19
C 1.701 3.253 -1.181 -0.027 -0.031 0.055 0.03
C 2.123 3.118 -2.496 -0.001 -0.001 -0.009 0.00
C 1.993 1.897 -3.144 -0.011 -0.007 0.128 0.02
C 1.395 0.854 -2.450 -0.019 -0.147 -0.087 -0.22
N 0.941 1.010 -1.215 -0.041 0.013 -0.099 0.07
H 2.177 -1.972 -4.315 -0.012 -0.003 0.001 0.09
H 3.005 -0.422 -4.190 0.009 -0.003 -0.010 0.09
H 1.479 -0.535 -5.071 0.006 0.007 -0.012 0.10
H 1.137 -3.238 -1.979 -0.014 -0.006 0.001 0.13
H 0.540 -2.989 -3.618 -0.006 -0.013 0.024 0.12
H -1.046 -4.327 -2.248 0.015 0.016 -0.005 0.13
H -1.741 -2.855 -2.932 0.025 0.007 0.006 0.09
H -2.518 -2.800 -0.937 0.087 -0.020 0.022 0.05
H -0.944 -4.577 0.078 0.036 0.012 0.006 0.13
H -1.877 -3.449 1.041 0.009 0.006 0.006 0.11
H 1.065 -3.143 0.273 -0.026 -0.005 -0.022 0.10
H 0.408 -3.445 1.870 -0.014 0.007 -0.016 0.13
H 1.013 -1.106 0.783 0.081 -0.104 0.052 0.07
H 0.625 -1.340 3.122 -0.007 0.032 -0.007 0.13
H -1.093 -1.446 2.794 0.009 0.008 -0.026 0.10
H 0.464 0.945 3.182 -0.009 -0.010 -0.009 0.11
H -1.257 0.848 2.807 0.014 -0.015 0.015 0.11
H 0.819 2.962 2.829 0.007 -0.002 -0.006 0.08
H 1.067 4.069 1.483 -0.013 0.015 -0.010 0.09
H 2.336 2.935 1.906 0.011 0.001 0.002 0.11
H 1.837 4.183 -0.648 0.013 0.014 -0.026 0.12
H 2.576 3.957 -3.007 0.007 0.008 -0.006 0.13
H 2.350 1.766 -4.154 0.011 0.015 -0.019 0.12
C -3.322 2.610 0.252 0.021 0.021 -0.050 0.01
C -3.620 1.330 0.950 0.068 -0.048 0.014 -0.38
N -2.850 0.251 0.944 -0.115 -0.083 -0.071 -0.05
C -3.533 -0.714 1.661 -0.061 -0.005 0.025 -0.13
C -4.708 -0.208 2.103 -0.013 -0.038 -0.002 -0.01
N -4.749 1.089 1.647 0.033 0.029 -0.088 0.02
C -5.838 2.022 1.936 -0.036 0.018 0.012 -0.05
N -6.028 2.151 3.342 -0.061 0.083 0.060 -0.07
N -6.978 1.382 3.954 0.003 -0.139 -0.181 0.06
N -6.870 1.496 5.210 -0.075 0.000 0.104 0.09
C -5.820 2.348 5.492 0.120 0.075 -0.036 -0.22
C -5.317 2.791 6.717 -0.023 -0.017 -0.058 0.01
C -4.242 3.647 6.676 0.004 -0.001 0.007 -0.07
C -3.678 4.061 5.453 0.033 0.024 0.022 -0.08
C -4.165 3.634 4.237 -0.012 -0.004 -0.009 -0.02
C -5.257 2.765 4.287 0.001 0.015 0.065 -0.17
H -2.370 2.534 -0.271 -0.003 0.007 0.025 0.06
H -3.268 3.450 0.947 -0.010 -0.005 0.010 0.08
H -4.082 2.828 -0.500 -0.011 -0.003 0.003 0.10
H -3.144 -1.707 1.809 0.006 -0.017 0.006 0.09
H -5.504 -0.621 2.698 -0.012 -0.036 0.025 0.13
H -6.767 1.640 1.517 0.029 0.010 -0.002 0.15
H -5.601 2.981 1.480 0.002 -0.021 0.039 0.14
H -5.767 2.471 7.646 0.001 0.002 0.027 0.12
H -3.819 4.023 7.597 -0.002 0.004 0.015 0.11
H -2.843 4.749 5.476 0.010 0.004 -0.010 0.11
H -3.734 3.980 3.306 -0.009 0.002 -0.013 0.09
O 2.819 -1.191 -0.081 -0.115 -0.023 0.011 0.04
C 3.951 -1.192 0.383 -0.007 0.059 0.043 -0.48
C 4.537 -2.366 1.107 -0.028 0.024 0.016 -0.09
C 5.136 -3.235 -0.028 -0.021 -0.075 0.017 -0.16
C 6.019 -2.513 -1.063 0.080 -0.020 0.004 -0.18
C 5.299 -1.525 -2.001 -0.017 -0.035 -0.055 -0.17
C 5.096 -0.124 -1.403 -0.007 0.101 -0.038 -0.16
N 4.857 -0.210 0.049 0.091 -0.063 0.041 0.07
H 3.772 -2.916 1.653 0.019 -0.029 -0.015 0.12
H 5.318 -2.057 1.804 0.010 0.010 -0.012 0.13
H 4.309 -3.717 -0.556 -0.007 0.023 -0.012 0.11
H 5.716 -4.035 0.433 0.012 0.014 0.003 0.12
H 6.477 -3.290 -1.676 -0.036 0.001 -0.013 0.12
H 6.861 -2.020 -0.564 -0.015 0.031 0.012 0.12
H 4.330 -1.956 -2.276 -0.008 0.014 0.025 0.10
H 5.862 -1.428 -2.930 0.022 0.004 0.003 0.12
H 4.267 0.401 -1.879 0.002 -0.033 0.012 0.09
H 5.985 0.490 -1.537 0.011 -0.014 -0.006 0.13
H 5.733 -0.338 0.538 -0.043 0.027 -0.016 0.12
C -1.267 -1.250 -6.477 -0.004 -0.007 -0.082 -0.06
C -2.328 -0.622 -5.611 -0.058 -0.026 0.016 -0.27
O -1.676 -0.010 -4.471 0.037 0.134 -0.021 -0.31
P -2.543 0.784 -3.383 0.301 0.026 0.013 0.06
O -1.501 1.280 -2.385 0.133 -0.054 0.076 -0.48
Te -4.053 -0.596 -2.249 -0.290 -0.189 -0.122 0.64
O -3.245 1.963 -4.149 -0.216 -0.050 0.104 -0.27
C -2.490 3.022 -4.803 0.044 -0.072 -0.048 -0.24
C -2.341 4.206 -3.879 0.025 0.027 0.002 -0.06
H -1.729 -1.688 -7.361 -0.011 -0.022 0.005 0.09
H -0.740 -2.044 -5.946 0.008 0.002 0.036 0.07
H -0.545 -0.506 -6.815 0.001 0.019 0.019 0.08
H -3.037 -1.364 -5.236 -0.012 0.007 -0.034 0.09
H -2.884 0.146 -6.152 0.007 -0.007 -0.008 0.12
H -3.071 3.266 -5.689 0.030 0.032 0.006 0.13
H -1.525 2.620 -5.121 0.012 0.041 0.019 0.11
H -3.318 4.610 -3.614 -0.009 -0.017 0.023 0.09
H -1.774 4.994 -4.375 -0.007 -0.004 -0.033 0.09
H -1.811 3.919 -2.970 -0.003 -0.009 0.000 0.06

(2)
111
Properties=species:S:1:pos:R:3:forces:R:3:lowdin_charge:R:1 method="wB97M-V/def2-TZVPD" total_charge=-1 energy_ha=-3894.851947
Tl 1.282 0.858 1.264 0.195 0.484 -0.083 0.68
N -0.969 -6.218 -2.661 0.414 0.051 -0.519 0.10
C 0.013 -5.248 -2.442 1.403 -1.423 1.312 -0.35
C 1.117 -5.548 -1.574 -0.209 -0.303 0.061 -0.03
C 2.121 -4.636 -1.316 -0.447 0.743 -0.006 -0.07
C 2.017 -3.346 -1.893 0.075 -1.077 0.495 -0.28
C 0.994 -3.103 -2.769 0.323 0.895 0.163 -0.07
C 0.023 -4.047 -3.060 -0.664 1.202 -0.701 -0.07
S 3.219 -2.127 -1.431 0.638 0.623 -1.890 0.55
O 4.444 -2.903 -1.407 -0.041 0.183 0.528 -0.32
O 3.170 -1.074 -2.453 -0.367 -0.762 0.628 -0.37
N 2.832 -1.446 -0.081 0.072 0.124 0.387 -0.13
C 2.977 -2.048 1.111 0.377 0.109 0.177 -0.50
N 2.764 -3.375 1.286 0.268 0.971 -0.552 0.13
C 2.865 -3.817 2.511 -0.581 -0.739 0.891 -0.17
C 3.058 -3.044 3.644 0.699 -0.205 0.140 -0.07
C 3.330 -1.728 3.332 -0.158 0.523 1.249 -0.19
N 3.322 -1.213 2.138 -0.498 -0.054 -1.328 0.07
H -1.131 -6.781 -1.871 0.017 -0.868 1.002 0.06
H -1.853 -5.904 -2.989 -0.456 0.582 -0.435 0.06
H 1.199 -6.510 -1.050 -0.342 0.217 -0.407 0.11
H 2.916 -4.805 -0.582 -0.400 -0.181 -0.577 0.10
H 0.954 -2.100 -3.163 -0.060 0.040 -0.327 0.09
H -0.793 -3.776 -3.724 0.047 -0.016 -0.089 0.11
H 2.689 -4.871 2.590 0.030 -0.693 0.268 0.10
H 3.173 -3.416 4.676 -0.291 0.056 -0.803 0.10
H 3.523 -1.005 4.113 0.212 0.048 0.323 0.11
S 2.261 3.459 2.719 -0.154 -0.233 -0.365 0.40
C 1.139 4.330 1.720 -0.445 -0.064 -0.234 -0.84
C 0.724 5.624 2.092 0.302 -0.335 -0.003 -0.15
C -0.224 6.285 1.349 -0.659 1.263 -0.031 -0.11
C -0.814 5.712 0.213 2.077 -1.799 1.215 -0.09
C -0.265 4.460 -0.132 -1.140 0.590 -0.706 -0.18
N 0.619 3.797 0.587 0.819 -0.610 0.176 0.00
H 1.202 5.984 2.990 -0.197 0.544 -0.034 0.08
H -0.515 7.322 1.614 0.091 -0.756 0.098 0.10
H -1.672 6.084 -0.253 -0.830 0.795 -0.901 0.06
H -0.585 3.983 -1.088 0.151 0.151 0.813 0.10
C -1.516 -0.332 -3.112 0.232 -0.518 2.182 -0.20
S -1.153 1.166 -2.160 0.018 0.104 0.372 0.91
O -0.099 0.759 -1.166 -0.669 0.170 -0.745 -0.66
C -0.305 1.987 -3.482 1.602 -0.687 -1.071 -0.38
C 1.074 1.649 -3.639 -2.945 1.491 -0.293 -0.05
C 1.730 2.145 -4.713 1.889 0.449 -0.902 -0.08
C 1.116 2.910 -5.681 -1.009 0.219 0.187 -0.08
C -0.231 3.209 -5.546 -0.394 0.472 -1.211 -0.10
C -0.949 2.719 -4.472 -0.551 0.172 0.847 -0.10
H -0.571 -0.771 -3.405 0.060 0.070 -0.405 0.04
H -2.251 -0.199 -3.867 -0.384 0.336 -0.832 0.05
H -1.944 -0.953 -2.306 0.110 0.003 -0.489 0.02
H 1.529 1.065 -2.929 1.172 -1.339 1.696 0.06
H 2.811 2.025 -4.832 -0.329 -0.422 0.223 0.11
H 1.678 3.257 -6.519 0.245 0.274 -0.399 0.09
H -0.775 3.810 -6.313 0.612 -0.523 0.662 0.11
H -2.016 2.957 -4.401 0.326 -0.139 0.122 0.11
C 5.537 1.637 0.925 -0.589 0.499 -0.619 -0.32
Sb 4.091 2.171 -0.578 -0.556 0.499 0.310 1.25
C 5.165 1.831 -2.402 -0.179 -1.218 -0.361 -0.36
C 4.526 4.297 -0.306 -1.276 -0.707 -0.335 -0.33
H 6.359 2.308 0.892 0.892 0.596 -0.195 -0.01
H 5.865 0.637 0.843 0.327 -1.182 -0.171 -0.02
H 5.061 1.773 1.870 -0.549 0.034 0.692 -0.02
H 6.234 1.952 -2.294 0.379 -0.346 0.199 -0.01
H 4.904 2.518 -3.189 -0.517 0.457 -0.176 -0.03
H 4.868 0.799 -2.756 0.586 0.982 0.441 0.00
H 5.465 4.557 -0.704 1.305 0.257 -0.529 -0.03
H 4.531 4.403 0.759 -0.073 0.258 0.696 -0.04
H 3.761 4.948 -0.740 0.009 -0.194 0.110 0.00
C -1.357 0.216 3.667 0.636 0.110 -1.104 -0.22
N -2.562 0.229 4.429 -1.454 -0.689 0.528 -0.10
C -2.439 1.253 5.469 0.029 -0.064 -0.426 -0.16
N -2.291 2.621 4.875 0.592 -1.543 1.794 -0.09
C -1.051 2.572 4.102 0.785 0.146 -0.104 -0.17
N -1.072 1.515 3.042 -0.427 0.603 0.728 -0.14
C -2.226 1.789 2.197 -0.501 -0.515 -0.346 -0.19
N -3.498 1.859 2.937 -1.125 -0.350 0.694 -0.08
C -3.729 0.545 3.576 0.378 -0.059 -1.009 -0.16
C -3.430 2.836 4.042 0.970 0.842 -2.170 -0.20
H -1.457 -0.507 2.826 0.248 0.196 0.709 0.11
H -0.520 -0.001 4.324 0.187 -0.436 0.054 0.12
H -1.565 0.938 6.066 -0.233 0.647 -0.058 0.13
H -3.334 1.198 6.083 -0.106 0.230 0.169 0.11
H -0.223 2.371 4.821 -0.450 0.050 -0.650 0.13
H -0.857 3.570 3.659 -0.095 -0.612 -0.035 0.12
H -2.371 0.957 1.481 0.341 0.435 0.064 0.11
H -2.035 2.708 1.670 -0.148 0.505 -0.303 0.11
H -3.947 -0.213 2.772 0.838 0.450 0.703 0.12
H -4.645 0.555 4.172 0.170 0.302 0.226 0.11
H -4.344 2.878 4.600 -0.545 -0.296 0.380 0.11
H -3.290 3.811 3.563 -0.117 0.140 0.067 0.12
C -1.977 -4.128 0.460 -0.100 0.556 0.505 -0.04
N -1.929 -2.782 -0.117 0.383 -1.003 0.418 -0.17
C -0.730 -2.076 0.309 -0.767 0.780 -1.172 -0.05
C -3.087 -2.143 -0.400 -0.537 1.502 0.918 -0.50
N -3.276 -0.893 -0.100 0.271 -0.832 -0.093 0.17
N -4.038 -2.950 -1.036 0.127 0.092 0.701 -0.21
C -3.558 -3.447 -2.289 -1.303 -0.310 -0.157 -0.07
C -5.417 -2.584 -0.958 -1.149 -0.140 -1.418 -0.10
H -1.739 -4.031 1.550 -0.280 -0.226 -0.640 0.10
H -1.155 -4.678 0.002 -0.277 -0.517 0.013 0.07
H -2.990 -4.558 0.338 0.830 -0.020 -0.069 0.10
H 0.134 -2.720 0.089 -0.132 0.450 0.176 0.09
H -0.807 -1.796 1.349 0.237 -0.181 0.579 0.06
H -0.731 -1.127 -0.253 0.590 -0.463 0.216 0.05
H -4.158 -0.614 -0.511 -0.138 0.349 -0.070 0.03
H -2.537 -3.719 -2.118 0.509 -0.284 -0.536 0.05
H -3.685 -2.676 -3.054 0.320 -0.018 -0.382 0.09
H -4.203 -4.291 -2.552 0.361 -0.178 -0.280 0.09
H -5.770 -1.723 -1.607 0.658 -0.458 0.528 0.10
H -5.679 -2.378 0.063 -0.183 0.160 0.441 0.08
H -6.045 -3.438 -1.329 0.590 0.504 0.468 0.09

What did we get for HOMO-LUMO gap? Answer: 7.1, 6.3 eV, in the order shown.
What did we get for energy above the lowest of the compared OMol25 structures with the same formula, charge and spin? Answer: 66.5, 129.1 kJ/mol, in the order shown.